1.
The following is a quantum chemistry calculation of a cluster of 2 separate species, H3PS3 in total in a non-equilibrium geometry, from the Open Molecules 2025 dataset.

Each line ends with the Mulliken charge.
Atoms and positions in Å:
S  -1.74335  -1.04466  -1.13075  -0.25
P  -1.69613  0.15259  0.42958  0.29
S  -1.62451  2.14123  -0.33123  -0.19
H  -1.17644  2.77719  0.63794  0.15
S  1.81109  -1.08758  -0.27992  -0.31
H  2.71382  -0.60823  0.62001  0.15
H  1.71552  -2.33054  0.05437  0.16

Output
Spin multiplicity: 1
SMILES: S=PS.S
Lowest unoccupied orbital energy: -0.050 Eh
Molar mass: 130.20 g/mol
Total charge: 0
HOMO-LUMO gap: 7.67 eV

=====

2.
The following is a quantum chemistry calculation of a cluster of 2 separate species, H3PS5 in total in a non-equilibrium geometry, from the Open Molecules 2025 dataset.

Each line ends with the Mulliken charge.
Atoms and positions in Å:
S  2.06740  1.31116  -1.29069  -0.22
P  1.92349  0.70601  0.52230  0.23
S  2.74037  -1.18999  0.71560  -0.21
H  2.06373  -1.39664  1.86214  0.17
S  -1.20021  -0.98659  -1.40359  -0.08
S  -1.00851  -0.48048  0.55003  -0.08
S  -1.35495  1.59990  0.50726  -0.13
H  -2.52839  -1.05479  -1.49742  0.15
H  -2.70293  1.49141  0.03438  0.17

Output
Spin multiplicity: 1
SMILES: S=PS.SSS
Lowest unoccupied orbital energy: -0.035 Eh
Molar mass: 194.33 g/mol
Total charge: 0
HOMO-LUMO gap: 7.76 eV

=====

3.
The following is a quantum chemistry calculation of a structure of composition H41O21 in a non-equilibrium geometry, from the Open Molecules 2025 dataset.

Each line ends with the Mulliken charge.
Atoms and positions in Å:
O  3.37744  1.35755  -0.28441  -0.78
H  2.35362  1.51964  -0.21401  0.21
H  3.63549  2.22404  -0.17571  0.37
O  -1.20539  4.84599  0.62744  -0.70
H  -2.14358  -0.48667  -3.32053  0.34
H  -0.96892  4.02113  1.13870  0.26
O  1.56372  -1.71647  4.52429  -0.65
H  0.60582  -2.56356  -0.09254  0.55
H  0.69011  -2.24300  4.68522  0.34
O  -0.26188  -2.67897  0.50766  -0.35
H  1.29180  -1.60601  3.65325  0.28
H  2.25911  1.80764  1.90940  0.50
O  -0.25080  2.62738  -1.36104  -0.74
H  -0.61572  2.00878  -1.77900  0.17
H  0.31789  2.32850  -0.46515  0.51
O  0.75434  1.39436  0.33569  -0.52
H  0.92259  0.15656  -1.00986  0.28
H  -0.00987  1.05261  0.62171  0.19
O  0.19110  -0.55445  -1.16114  -0.77
H  -1.86100  -3.77666  2.45838  0.30
H  -0.49235  5.33977  0.06557  0.33
O  -2.39501  -3.12638  2.88485  -0.62
H  -0.08138  -1.97846  1.11351  -0.02
H  -2.66328  -2.40654  2.26001  0.31
O  -0.16305  -0.50849  2.97989  -0.65
H  0.52080  -0.17058  2.38769  0.38
H  -0.17572  0.14723  3.73852  0.32
O  1.62362  2.15052  2.59719  -0.67
H  -0.17110  -0.22895  -0.20912  0.33
H  0.88700  1.70815  2.35977  -0.04
O  -1.91560  2.48110  0.76319  -0.37
H  -2.35964  -2.26212  -0.09764  0.26
H  -2.83524  2.40722  0.56506  0.11
O  0.43845  -3.98971  -3.54543  -0.66
H  0.53477  -4.78674  -2.89173  0.34
H  1.07574  -3.42915  -2.98899  0.30
O  -1.69231  2.57507  3.36124  -0.65
H  -1.78974  1.95250  2.64315  0.30
H  -1.36708  3.44040  2.94359  0.32
O  -0.39102  -5.23739  -0.90433  -0.66
H  0.00151  -4.36046  -0.52391  0.35
H  -0.94808  -5.26800  -0.19471  0.25
O  2.59339  0.84329  -3.64194  -0.57
H  2.90268  1.77861  -3.69716  0.30
H  1.78492  1.16000  -4.04712  0.28
O  -3.16147  -1.84585  -0.22687  -0.52
H  -3.82332  -2.46232  -0.44880  0.25
O  2.13945  -3.08947  -0.52878  -0.70
H  2.92355  -2.47390  -0.49440  0.37
H  2.19281  -3.71259  0.28226  0.31
O  1.00572  4.80839  -1.75857  -0.72
H  0.44734  3.73900  -1.79897  0.35
H  1.33312  4.49263  -2.53426  0.24
O  -4.34314  0.84337  -0.50557  -0.53
H  -5.07944  0.51626  -0.15325  0.24
H  -3.78383  0.19605  -0.90882  0.28
O  3.60715  -1.17736  -0.61687  -0.68
H  3.13198  -0.28155  -0.74650  0.39
H  4.05541  -1.32389  -1.48526  0.36
O  -1.53876  0.07221  -3.90864  -0.56
H  -0.78813  0.12524  -3.65102  0.21
H  -1.71816  3.10154  -0.00017  0.34

Output
Spin multiplicity: 1
Lowest unoccupied orbital energy: 0.077 Eh
Molar mass: 377.31 g/mol
Total charge: -1
HOMO-LUMO gap: 9.34 eV

=====

4.
The following is a quantum chemistry calculation of a cluster of 24 separate species, H48O24 in total in a non-equilibrium geometry, from the Open Molecules 2025 dataset.

Each line ends with the Mulliken charge.
Atoms and positions in Å:
O  1.65497  1.53073  2.32274  -0.70
H  2.09842  1.12184  3.06597  0.31
H  1.17188  2.26337  2.70496  0.34
O  1.47823  -0.68078  -3.30255  -0.59
H  1.06043  0.14233  -3.04924  0.41
H  1.71082  -0.55854  -4.22298  0.25
O  -2.10534  0.30460  4.04471  -0.70
H  -2.32605  -0.41919  4.63093  0.28
H  -1.19533  0.14288  3.79580  0.30
O  0.24974  1.63008  -2.68847  -0.60
H  -0.22755  2.30602  -2.20730  0.22
H  -0.11700  1.66031  -3.57211  0.30
O  -1.78612  -0.02164  -5.61387  -0.66
H  -2.72528  -0.02534  -5.79883  0.31
H  -1.64856  -0.78653  -5.05507  0.35
O  -3.18004  3.65027  -2.11073  -0.56
H  -3.18799  3.79610  -3.05672  0.25
H  -3.66320  2.83285  -1.98984  0.29
O  -0.16256  -0.22400  0.06689  -0.40
H  -0.42716  0.33293  -0.66526  0.12
H  0.25207  0.37579  0.68703  0.20
O  0.14126  4.50020  3.02178  -0.57
H  0.58948  5.23484  3.44087  0.29
H  -0.59353  4.90083  2.55723  0.29
O  -0.94481  5.14665  -1.35417  -0.61
H  -1.42788  4.48583  -1.85036  0.33
H  -1.32890  5.11709  -0.47791  0.29
O  4.57958  -0.59022  -0.76008  -0.67
H  3.94545  -0.44961  -1.46317  0.31
H  4.78286  0.28900  -0.44087  0.30
O  -2.60469  -1.95358  0.11461  -0.70
H  -1.91401  -1.54517  0.63652  0.28
H  -3.01361  -1.22588  -0.35385  0.30
O  0.45728  -2.37130  1.60810  -0.55
H  0.51233  -1.81907  0.82820  0.25
H  0.28549  -1.75936  2.32381  0.41
O  2.89373  0.68891  4.69871  -0.58
H  3.80557  0.39776  4.69885  0.27
H  2.68044  0.81037  5.62390  0.27
O  1.21946  -3.23153  -2.52127  -0.64
H  1.61941  -3.11747  -1.65914  0.20
H  1.43617  -2.42823  -2.99453  0.47
O  2.97815  -3.71805  1.77886  -0.68
H  2.10035  -3.34233  1.71151  0.46
H  3.56644  -2.96503  1.72307  0.27
O  3.61794  -3.37015  -0.89644  -0.59
H  3.99708  -3.84832  -0.15898  0.32
H  3.82585  -2.45263  -0.71990  0.34
O  -1.75933  -3.08577  -2.12196  -0.69
H  -2.09979  -2.66015  -1.33509  0.46
H  -0.80802  -3.04688  -2.02332  0.33
O  -1.60566  2.76191  -4.54512  -0.62
H  -2.11157  2.00781  -4.84781  0.36
H  -2.18496  3.51108  -4.68438  0.25
O  3.76584  3.44680  2.90355  -0.58
H  3.42419  2.79736  2.28894  0.33
H  4.63885  3.12650  3.13046  0.28
O  -3.21850  1.03567  -0.15071  -0.58
H  -3.63430  1.62113  0.48221  0.30
H  -3.87842  0.91216  -0.83296  0.28
O  -1.70537  -2.77929  -4.94299  -0.64
H  -1.19827  -3.30425  -5.56226  0.31
H  -1.31404  -2.96946  -4.09039  0.37
O  -0.77802  -5.14751  1.32376  -0.64
H  -0.64473  -5.52248  2.19431  0.29
H  -0.17467  -4.40531  1.28719  0.31
O  -4.08276  2.03260  3.64698  -0.63
H  -3.38022  1.38522  3.70666  0.47
H  -4.60059  1.89866  4.44080  0.27
O  0.78569  -1.30958  3.99113  -0.57
H  0.89763  -2.21689  4.27485  0.28
H  1.53563  -0.84695  4.36503  0.29

Output
Spin multiplicity: 1
Lowest unoccupied orbital energy: -0.022 Eh
Molar mass: 432.36 g/mol
Total charge: 0
HOMO-LUMO gap: 9.21 eV

=====

The evaluated relative energy (zero: lowest compared OMol25 entry of this formula, charge and spin) for the records listed, in turn: 19.62; 20.61; 213.07; 80.69 kcal per mole.